# 1
Below is a molecular structure, C41H40As2B2F4N4O6SY, with properties calculated with ωB97M-V/def2-TZVPD.

* total charge: +1
* max |F|: 0.67 eV/A
* Kohn-Sham gap: 7.93 eV
* energy relative to the best compared isomer or geometry (same formula, charge and spin): 0.0 kJ/mol

Last column: Mulliken charge in e.
Cartesian coordinates (Å):
Y1 0.300 0.018 -1.005  -0.311
C1 3.996 2.990 -0.659  -2.211
C2 2.680 2.364 -0.946  0.526
N1 2.255 1.261 -0.464  1.998
O1 3.096 0.486 0.299  -0.575
B1 3.990 -0.415 -0.547  0.631
F1 4.436 0.316 -1.652  -0.415
F2 4.983 -0.869 0.261  -0.304
O2 3.231 -1.615 -1.056  -0.847
N2 2.215 -1.240 -1.884  1.075
C3 2.206 -1.736 -3.064  0.404
C4 3.224 -2.688 -3.584  -1.880
C5 1.098 -1.220 -3.947  0.598
N3 0.453 -0.262 -3.414  0.544
O3 -0.589 0.305 -4.104  -0.538
B2 -0.982 1.570 -3.589  1.106
F3 -1.400 1.036 -1.756  -0.331
F4 -2.139 1.997 -4.063  -0.187
O4 -0.086 2.590 -3.200  -0.529
N4 0.900 2.125 -2.369  0.412
C6 1.698 2.996 -1.887  0.230
C7 1.723 4.450 -2.202  -1.733
C8 0.855 -1.789 -5.301  -2.013
H1 4.532 2.411 0.086  0.321
H2 3.847 4.012 -0.307  0.559
H3 4.597 3.023 -1.569  0.338
H4 4.095 -2.675 -2.935  0.419
H5 3.515 -2.429 -4.601  0.429
H6 2.818 -3.702 -3.598  0.333
H7 0.859 4.723 -2.800  0.439
H8 2.632 4.691 -2.755  0.357
H9 1.735 5.032 -1.280  0.377
H10 0.874 -2.878 -5.261  0.421
H11 1.643 -1.471 -5.987  0.388
H12 -0.099 -1.448 -5.691  0.427
C9 -0.867 0.263 2.992  -1.363
C10 0.386 -0.603 3.116  -1.623
As1 0.630 -1.750 1.547  1.588
C11 2.275 -2.647 2.034  0.572
C12 3.321 -1.941 2.613  -0.280
C13 4.498 -2.599 2.943  -0.676
C14 4.635 -3.952 2.684  -0.573
C15 3.594 -4.657 2.091  -0.726
C16 2.415 -4.008 1.767  -0.770
C17 -0.648 -3.167 1.892  0.533
C18 -1.249 -3.787 0.801  -0.328
C19 -2.134 -4.841 0.992  -0.747
C20 -2.427 -5.272 2.277  -0.601
C21 -1.825 -4.661 3.368  -0.739
C22 -0.933 -3.616 3.178  -0.687
As2 -0.652 1.564 1.539  1.570
C23 0.400 2.930 2.425  0.669
C24 -0.162 4.068 2.989  -0.681
C25 0.652 5.001 3.616  -0.817
C26 2.023 4.801 3.684  -0.617
C27 2.589 3.666 3.119  -1.218
C28 1.781 2.734 2.483  0.266
C29 -2.415 2.351 1.472  0.016
C30 -3.308 2.262 2.538  -0.159
C31 -4.592 2.775 2.414  -0.769
C32 -4.986 3.384 1.229  -0.648
C33 -4.095 3.485 0.170  -0.563
C34 -2.814 2.965 0.288  -0.371
H13 -1.064 0.794 3.923  0.818
H14 -1.745 -0.343 2.750  0.397
H15 0.356 -1.220 4.013  0.823
H16 1.282 0.016 3.197  0.559
H17 3.238 -0.876 2.784  0.121
H18 5.317 -2.046 3.385  0.430
H19 5.557 -4.458 2.937  0.387
H20 3.702 -5.714 1.887  0.412
H21 1.598 -4.559 1.320  0.401
H22 -1.018 -3.455 -0.204  0.396
H23 -2.592 -5.327 0.140  0.458
H24 -3.118 -6.090 2.430  0.399
H25 -2.042 -5.006 4.371  0.434
H26 -0.447 -3.166 4.034  0.310
H27 -1.232 4.229 2.936  0.398
H28 0.213 5.888 4.054  0.427
H29 2.653 5.530 4.175  0.407
H30 3.659 3.507 3.173  0.517
H31 2.233 1.857 2.032  0.081
H32 -3.011 1.795 3.468  0.377
H33 -5.280 2.704 3.246  0.447
H34 -5.986 3.787 1.135  0.411
H35 -4.399 3.962 -0.752  0.455
H36 -2.134 3.014 -0.554  0.127
O5 -1.319 -1.682 -1.771  -0.702
C35 -2.444 -1.316 -1.444  0.890
O6 -2.675 -1.027 -0.148  0.268
C36 -3.619 -1.086 -2.249  -0.586
C37 -3.736 -1.252 -3.628  -0.068
C38 -4.927 -0.914 -4.228  -0.971
C39 -5.986 -0.408 -3.460  -0.464
C40 -5.877 -0.228 -2.095  -0.857
C41 -4.669 -0.574 -1.497  0.938
S1 -4.215 -0.418 0.166  0.003
H37 -2.896 -1.626 -4.198  0.492
H38 -5.048 -1.028 -5.296  0.446
H39 -6.914 -0.145 -3.951  0.434
H40 -6.696 0.173 -1.514  0.471

---

# 2
Below is 2 unconnected molecules or ions with the total composition C4H8N2O in a non-equilibrium geometry, with properties calculated with ωB97M-V/def2-TZVPD.

* total charge: 0
* max |F|: 6.78 eV/A
* spin multiplicity: 3
* Kohn-Sham gap (spin up / spin down): 6.01 / 10.35 eV
* energy relative to the best compared isomer or geometry (same formula, charge and spin): 102.1 kJ/mol

Last column: Mulliken charge in e.
Cartesian coordinates (Å):
C1 -2.430 0.131 -1.724  0.080
C2 0.574 -0.007 0.355  0.909
C3 0.196 -1.352 -0.135  -1.189
C4 0.215 0.413 1.748  -1.069
N1 0.946 0.972 -1.822  -0.967
N2 0.822 0.918 -0.535  0.276
O1 -2.889 0.955 -1.152  -0.114
H1 1.051 -1.842 -0.796  0.301
H2 -0.718 -1.216 -0.829  0.120
H3 -0.072 -2.173 0.478  0.338
H4 1.027 0.031 2.574  0.253
H5 -0.782 -0.019 2.010  0.237
H6 0.322 1.480 2.126  0.333
H7 0.699 -0.084 -2.144  0.271
H8 1.038 1.792 -0.154  0.222

---

# 3
Below is a molecular structure, C43H53N6OTa in a non-equilibrium geometry, with properties calculated with ωB97M-V/def2-TZVPD.

* total charge: +2
* max |F|: 1.53 eV/A
* Kohn-Sham gap: 7.32 eV
* energy relative to the best compared isomer or geometry (same formula, charge and spin): 42.3 kJ/mol

Last column: Mulliken charge in e.
Cartesian coordinates (Å):
Ta1 0.536 0.197 -0.217  -1.850
C1 1.019 3.988 -2.175  -1.474
C2 0.926 4.082 -0.650  0.456
C3 1.883 3.111 0.018  -1.330
C4 -0.540 4.025 -0.266  0.248
C5 -1.186 5.258 -0.308  -0.884
C6 -2.546 5.386 -0.113  -1.576
C7 -3.307 4.254 0.090  -0.315
C8 -2.721 2.995 0.143  -0.038
C9 -3.637 1.802 0.301  2.088
C10 -4.358 1.792 1.648  -1.567
C11 -4.644 1.740 -0.851  -1.637
C12 -1.324 2.888 0.003  1.017
N1 -0.715 1.603 0.360  1.147
C13 -0.992 1.170 1.660  -1.069
C14 -0.873 -0.153 1.942  -1.093
N2 -0.498 -1.046 0.934  1.284
C15 -0.471 -2.449 1.319  0.059
C16 0.712 -3.176 1.071  0.236
C17 0.918 -4.371 1.744  -0.787
C18 -0.027 -4.857 2.632  -1.461
C19 -1.232 -4.203 2.754  -0.870
C20 -1.514 -3.015 2.074  -0.281
C21 -2.982 -2.593 2.121  0.380
C22 -3.382 -1.674 3.279  -1.388
C23 -3.534 -2.114 0.786  -1.500
C24 1.667 -2.790 -0.036  4.364
C25 3.057 -3.417 0.059  -2.211
C26 1.027 -3.157 -1.375  -1.243
H1 2.057 3.968 -2.513  0.382
H2 0.515 4.830 -2.648  0.564
H3 0.525 3.081 -2.518  0.250
H4 1.268 5.080 -0.369  0.710
H5 1.966 2.160 -0.538  0.195
H6 1.643 2.912 1.059  0.129
H7 2.907 3.489 -0.027  0.565
H8 -0.590 6.143 -0.499  0.470
H9 -3.010 6.363 -0.131  0.390
H10 -4.379 4.343 0.207  0.433
H11 -3.024 0.910 0.244  -1.625
H12 -5.070 2.615 1.719  0.415
H13 -3.663 1.888 2.485  0.250
H14 -4.918 0.864 1.776  0.397
H15 -5.298 2.613 -0.853  0.387
H16 -5.279 0.857 -0.750  0.415
H17 -4.146 1.702 -1.821  0.367
H18 -1.299 1.904 2.394  0.822
H19 -1.008 -0.549 2.939  1.325
H20 1.821 -4.937 1.571  0.477
H21 0.152 -5.777 3.171  0.421
H22 -2.017 -4.641 3.359  0.546
H23 -3.486 -3.544 2.314  0.798
H24 -3.137 -0.629 3.083  0.156
H25 -2.909 -1.974 4.215  0.332
H26 -4.461 -1.718 3.426  0.441
H27 -3.249 -1.090 0.579  0.029
H28 -4.625 -2.153 0.805  0.562
H29 -3.189 -2.741 -0.036  0.439
H30 1.865 -1.698 0.013  -1.910
H31 3.016 -4.469 -0.224  0.544
H32 3.477 -3.349 1.062  0.589
H33 3.731 -2.920 -0.640  0.258
H34 0.936 -4.243 -1.426  0.507
H35 1.635 -2.823 -2.219  0.320
H36 0.019 -2.756 -1.481  0.048
C27 3.540 1.636 -4.464  -0.756
C28 2.229 1.711 -4.932  -0.734
C29 1.186 1.179 -4.197  -0.059
C30 1.466 0.548 -2.988  0.467
C31 2.775 0.423 -2.539  -0.513
C32 3.813 0.998 -3.267  -0.917
N3 0.409 0.052 -2.162  1.916
C33 -0.666 -0.678 -2.780  -0.818
C34 -1.946 -0.562 -2.260  0.052
C35 -2.977 -1.328 -2.794  -0.415
C36 -2.732 -2.177 -3.858  -0.807
C37 -1.451 -2.261 -4.398  -0.918
C38 -0.415 -1.520 -3.863  0.104
H37 4.345 2.060 -5.048  0.436
H38 2.022 2.200 -5.875  0.432
H39 0.164 1.262 -4.541  0.515
H40 3.000 -0.161 -1.646  0.512
H41 4.833 0.911 -2.916  0.485
H42 -2.150 0.153 -1.474  0.447
H43 -3.977 -1.232 -2.391  0.522
H44 -3.536 -2.761 -4.284  0.457
H45 -1.262 -2.911 -5.242  0.465
H46 0.582 -1.592 -4.277  0.565
C39 1.895 0.979 3.915  -0.793
N4 2.948 0.202 3.246  0.023
C40 3.988 -0.303 3.974  -0.169
C41 4.998 -0.975 3.389  -1.195
C42 4.940 -1.112 1.974  0.836
N5 3.900 -0.643 1.271  -0.172
C43 2.931 -0.016 1.903  -0.152
O1 1.926 0.453 1.243  0.073
N6 5.912 -1.713 1.298  -0.302
H47 2.292 1.343 4.858  0.500
H48 1.023 0.356 4.096  0.207
H49 1.617 1.823 3.292  0.211
H50 3.944 -0.124 5.039  0.504
H51 5.814 -1.370 3.975  0.418
H52 6.734 -2.065 1.757  0.239
H53 5.853 -1.772 0.294  0.233

---

# 4
Below is a molecular structure, C23H23Cl2O2PRhSSe4, with properties calculated with ωB97M-V/def2-TZVPD.

* total charge: -1
* max |F|: 0.17 eV/A
* Kohn-Sham gap: 6.46 eV
* energy relative to the best compared isomer or geometry (same formula, charge and spin): 123.7 kJ/mol

Last column: Mulliken charge in e.
Cartesian coordinates (Å):
Rh1 -0.361 -0.424 -0.877  1.265
Se1 1.422 -1.903 -1.773  -0.288
P1 2.449 1.221 -1.450  -0.034
Se2 0.335 1.411 -2.247  -0.443
C1 2.098 0.884 0.335  0.458
C2 1.037 1.435 1.050  -0.333
C3 0.837 1.105 2.388  -0.778
C4 1.703 0.230 3.022  -0.475
C5 2.766 -0.327 2.318  -0.483
C6 2.955 -0.009 0.985  -0.712
C7 2.959 2.997 -1.368  0.609
C8 4.261 3.292 -1.763  -0.612
C9 4.744 4.595 -1.719  -0.498
C10 3.922 5.620 -1.280  -0.388
C11 2.617 5.339 -0.892  -0.713
C12 2.139 4.040 -0.940  -0.046
H1 0.355 2.117 0.560  0.611
H2 -0.008 1.525 2.918  0.353
H3 1.543 -0.033 4.062  0.428
H4 3.430 -1.032 2.803  0.396
H5 3.757 -0.473 0.422  0.255
H6 4.901 2.488 -2.110  0.329
H7 5.760 4.806 -2.032  0.366
H8 4.292 6.638 -1.246  0.355
H9 1.967 6.138 -0.557  0.375
H10 1.112 3.831 -0.663  0.257
O1 -5.982 0.766 -2.444  -0.529
C13 -5.781 -0.276 -1.489  -1.388
C14 -4.285 -0.468 -1.222  2.169
C15 -4.176 -1.516 -0.108  -1.044
O2 -4.599 -1.044 1.161  -0.583
C16 -3.687 0.894 -0.846  -1.294
Se3 -2.107 0.864 0.299  -0.549
C17 -3.645 -1.027 -2.488  -1.522
Se4 -1.686 -1.238 -2.675  -0.234
H11 -6.927 0.896 -2.551  0.315
H12 -6.201 -1.218 -1.865  0.394
H13 -6.268 -0.030 -0.539  0.482
H14 -3.149 -1.887 -0.068  0.188
H15 -4.820 -2.365 -0.358  0.553
H16 -3.882 -0.460 1.463  0.350
H17 -4.422 1.475 -0.286  0.459
H18 -3.450 1.452 -1.750  0.427
H19 -3.955 -0.418 -3.336  0.559
H20 -4.019 -2.043 -2.645  0.424
Cl1 -0.678 -2.101 1.317  -0.090
C18 0.652 -3.179 1.616  1.075
C19 1.106 -3.253 2.922  -0.798
C20 2.171 -4.083 3.225  -0.424
C21 2.779 -4.820 2.223  -0.712
C22 2.307 -4.728 0.923  0.529
Cl2 3.119 -5.678 -0.284  -0.226
C23 1.227 -3.911 0.572  -0.792
S1 0.591 -3.839 -1.077  -0.171
H21 0.623 -2.658 3.684  0.393
H22 2.533 -4.151 4.243  0.369
H23 3.616 -5.469 2.436  0.416